{
  "formula": "C13H31NO6Tl2",
  "method": "ωB97M-V/def2-TZVPD",
  "elements": ["Tl", "Tl", "C", "C", "C", "C", "C", "C", "N", "O", "C", "C", "C", "H", "H", "H", "H", "H", "H", "H", "H", "H", "H", "H", "H", "H", "H", "H", "H", "H", "H", "O", "H", "C", "C", "O", "O", "H", "H", "H", "H", "H", "H", "C", "C", "O", "O", "H", "H", "H", "H", "H", "H"],
  "coordinates": [[-0.5624, 3.4102, 0.3884], [1.3240, 1.3147, 2.8055], [-0.6753, -0.5787, 0.1296], [0.7707, -0.9418, -0.4239], [0.5577, -1.3659, -1.8722], [1.8594, -1.3465, -2.7522], [2.5721, -0.0012, -2.5746], [2.8480, 0.4354, -1.1667], [1.5919, 0.3277, -0.4189], [1.6299, 0.9738, 0.8202], [3.3737, 1.9465, -1.2822], [4.1238, -0.3691, -0.6441], [1.4880, -2.0613, 0.3632], [-1.1123, 0.4069, -0.0311], [-0.5611, -0.5228, 1.2122], [-1.4571, -1.3134, -0.0630], [-0.3499, -0.9931, -2.3469], [0.4916, -2.4473, -1.7529], [1.7068, -1.7018, -3.7713], [2.5183, -2.1119, -2.3420], [2.0942, 0.8640, -3.0341], [3.5177, -0.0295, -3.1161], [4.2556, 2.1648, -1.8844], [3.6033, 2.3717, -0.3052], [2.7057, 2.6386, -1.7949], [4.2301, -0.1080, 0.4088], [5.0627, 0.0043, -1.0529], [4.0067, -1.4519, -0.6887], [1.8914, -1.7740, 1.3342], [2.1374, -2.6930, -0.2429], [0.7476, -2.8276, 0.5929], [-0.5243, 1.6005, 1.5205], [-0.5976, 0.7746, 1.0038], [-2.9240, 0.6339, -0.1479], [-3.7530, 0.8330, -1.3618], [-4.4574, 2.0259, -1.1056], [-1.8872, 1.6364, 0.2148], [-2.4513, -0.3416, -0.2625], [-3.5413, 0.6076, 0.7501], [-4.4272, 0.0493, -1.7070], [-3.1913, 1.1067, -2.2550], [-3.8739, 2.5600, -0.5617], [-1.3924, 1.1936, 0.9081], [-2.4765, -0.4936, 1.9454], [-2.6744, -1.0628, 3.4029], [-1.5884, -0.9278, 4.3261], [-2.4035, 0.8881, 2.0798], [-3.4218, -0.8129, 1.5067], [-1.6218, -0.9148, 1.4160], [-2.8289, -2.1396, 3.4714], [-3.4774, -0.6705, 4.0268], [-1.3232, -0.0227, 4.5055], [-1.5531, 1.2568, 1.8298]],
  "e_tot_ev": -37073.4678,
  "relative_energy_kcal_mol": 466.8,
  "total_charge": 4,
  "homo_lumo_gap_ev": 3.5,
  "max_force_ev_per_a": 14.3,
  "e_lumo_ev": -19.19,
  "e_homo_ev": -22.709
}